1.
Formula: C36H46BrCl3N4NiO3
Source: the Open Molecules 2025 dataset
Level of theory: the ωB97M-V functional and the def2-TZVPD basis

Properties
lowest unoccupied orbital energy (alpha / beta) = -0.769 / -1.615 eV
HOMO (alpha / beta) = -6.924 / -7.323 eV
HOMO-LUMO gap (alpha / beta) = 6.15 / 5.71 eV
expectation value of S² = 2.05
largest force on an atom = 0.0115 Eh/bohr

```
! RIJCOSX wB97M-V def2-TZVPD def2/J DEFGRID3
* xyz 0 3
Ni 1.096 0.529 1.135
C -0.124 -5.289 -3.514
C -0.744 -3.927 -3.190
C -2.167 -4.166 -2.661
C -0.812 -3.114 -4.492
C 0.057 -3.144 -2.148
C -0.378 -1.900 -1.758
C 0.349 -1.172 -0.805
N 0.081 0.066 -0.328
C -0.819 1.031 -0.689
C -1.570 1.103 -1.864
C -2.428 2.165 -2.066
C -2.502 3.156 -1.078
C -1.749 3.156 0.088
C -0.871 2.071 0.283
O -0.071 1.946 1.333
C -1.827 4.302 1.099
C -2.850 5.356 0.677
C -0.453 4.988 1.191
C -2.254 3.767 2.478
C -3.246 2.233 -3.355
C -4.157 3.463 -3.412
C -4.133 0.983 -3.462
C -2.296 2.288 -4.561
C 1.495 -1.747 -0.158
O 2.035 -1.065 0.820
C 1.972 -3.009 -0.595
C 1.239 -3.654 -1.573
C 3.234 -3.621 0.012
C 3.013 -3.892 1.510
C 4.425 -2.665 -0.185
C 3.589 -4.950 -0.657
H -0.739 -5.791 -4.263
H -0.080 -5.929 -2.631
H 0.880 -5.181 -3.927
H -2.756 -4.725 -3.392
H -2.680 -3.224 -2.460
H -2.134 -4.740 -1.733
H -1.343 -3.678 -5.263
H 0.193 -2.895 -4.856
H -1.334 -2.167 -4.345
H -1.290 -1.483 -2.162
H -1.434 0.357 -2.634
H -3.169 3.989 -1.242
H -2.577 5.819 -0.274
H -2.882 6.142 1.434
H -3.852 4.931 0.589
H -0.167 5.393 0.219
H 0.312 4.279 1.499
H -0.489 5.807 1.913
H -3.240 3.300 2.412
H -2.312 4.587 3.200
H -1.544 3.032 2.845
H -4.876 3.465 -2.591
H -4.718 3.446 -4.348
H -3.581 4.389 -3.386
H -4.804 0.918 -2.603
H -3.533 0.071 -3.495
H -4.738 1.023 -4.370
H -1.642 3.159 -4.490
H -2.867 2.361 -5.490
H -1.669 1.397 -4.618
H 1.587 -4.620 -1.907
H 2.807 -2.963 2.037
H 3.905 -4.346 1.947
H 2.171 -4.573 1.656
H 4.243 -1.704 0.288
H 4.601 -2.497 -1.249
H 5.329 -3.100 0.248
H 2.812 -5.703 -0.501
H 4.515 -5.329 -0.222
H 3.749 -4.824 -1.729
Cl -3.615 -0.790 3.917
C -2.377 -1.973 3.466
Cl -3.002 -3.083 2.236
Cl -1.848 -2.885 4.900
C -1.223 -1.271 2.933
N -0.311 -0.719 2.519
Br 2.681 1.919 -0.306
N 4.749 3.017 6.604
C 4.335 1.756 6.336
O 4.564 0.822 7.076
C 3.571 1.554 5.050
C 3.247 0.243 4.719
C 2.528 -0.008 3.570
N 2.122 0.970 2.757
C 2.438 2.227 3.055
C 3.155 2.562 4.189
H 5.273 3.171 7.447
H 4.599 3.786 5.979
H 3.570 -0.555 5.371
H 2.277 -1.019 3.282
H 2.112 2.986 2.358
H 3.368 3.607 4.362
*
```

2.
Formula: C5H10O2
Source: the Open Molecules 2025 dataset
Level of theory: the ωB97M-V functional and the def2-TZVPD basis

Properties
lowest unoccupied orbital energy = 0.939 eV
HOMO = -9.466 eV
SMILES string = COC[C@H]1C[C@H]1O
HOMO-LUMO gap = 10.41 eV
energy relative to the best compared isomer or geometry (same formula, charge and spin) = 65.8 kcal/mol
largest force on an atom = 0.0082 Eh/bohr

```
! RIJCOSX wB97M-V def2-TZVPD def2/J DEFGRID3
* xyz 0 1
C 2.160 -1.007 0.622
O 1.215 0.048 0.609
C 0.683 0.346 -0.677
C -0.818 0.089 -0.821
C -1.538 -0.529 0.355
C -1.858 0.875 -0.077
O -1.557 1.986 0.713
H 1.854 -1.841 -0.026
H 2.228 -1.382 1.647
H 3.163 -0.676 0.307
H 0.914 1.397 -0.904
H 1.198 -0.260 -1.429
H -1.122 -0.247 -1.810
H -2.235 -1.349 0.192
H -0.879 -0.626 1.213
H -2.804 1.043 -0.592
H -0.604 2.135 0.676
*
```

3.
Formula: C3H3BrO2
Source: the Open Molecules 2025 dataset
Level of theory: the ωB97M-V functional and the def2-TZVPD basis

Properties
lowest unoccupied orbital energy (alpha / beta) = -0.597 / -0.668 eV
HOMO (alpha / beta) = -9.286 / -9.105 eV
HOMO-LUMO gap (alpha / beta) = 8.69 / 8.44 eV
energy relative to the best compared isomer or geometry (same formula, charge and spin) = 98.5 kcal/mol
largest force on an atom = 0.0879 Eh/bohr

```
! RIJCOSX wB97M-V def2-TZVPD def2/J DEFGRID3
* xyz 0 1
C -1.673 0.387 0.030
C -0.554 -0.075 0.793
C 1.386 -0.239 -0.650
O -2.251 1.299 -0.496
O -1.650 -0.883 0.176
Br 2.714 0.721 0.378
H -0.286 -0.228 1.779
H 1.022 0.273 -1.535
H 1.292 -1.255 -0.474
*
```

4.
Formula: C52H130O26
Source: the Open Molecules 2025 dataset
Level of theory: the ωB97M-V functional and the def2-TZVPD basis

Properties
lowest unoccupied orbital energy = 0.563 eV
HOMO = -9.143 eV
HOMO-LUMO gap = 9.71 eV
energy relative to the best compared isomer or geometry (same formula, charge and spin) = 63.8 kcal/mol
largest force on an atom = 0.1096 Eh/bohr

```
! RIJCOSX wB97M-V def2-TZVPD def2/J DEFGRID3
* xyz 0 1
C -6.480 -1.239 -2.156
O -5.965 -0.105 -1.531
C -5.578 0.913 -2.474
C -5.120 2.058 -1.645
O -3.959 1.806 -0.929
C -2.780 1.706 -1.680
H -7.468 -1.058 -2.579
H -6.491 -1.973 -1.396
H -5.893 -1.626 -2.979
H -6.498 1.275 -2.936
H -4.883 0.550 -3.230
H -5.911 2.125 -0.865
H -5.018 2.949 -2.287
H -2.561 2.684 -2.153
H -2.726 0.946 -2.401
H -1.953 1.577 -1.025
C -1.706 0.201 5.146
O -0.831 -0.383 4.158
C -0.126 -1.524 4.503
C -1.013 -2.714 4.633
O -1.434 -2.671 5.991
C -2.188 -3.744 6.447
H -1.146 0.628 5.933
H -2.453 -0.493 5.553
H -2.148 1.089 4.650
H 0.337 -1.380 5.465
H 0.606 -1.708 3.758
H -0.451 -3.625 4.436
H -1.945 -2.794 3.960
H -1.657 -4.697 6.399
H -3.166 -3.776 5.988
H -2.235 -3.622 7.560
C 1.965 -1.998 -1.748
O 1.603 -1.214 -0.662
C 0.388 -1.571 -0.087
C -0.017 -0.674 1.020
O -0.407 0.631 0.535
C -0.414 1.590 1.600
H 2.118 -3.048 -1.382
H 2.852 -1.667 -2.250
H 1.158 -2.031 -2.578
H 0.539 -2.645 0.235
H -0.398 -1.603 -0.825
H 0.763 -0.624 1.788
H -0.862 -1.212 1.480
H -0.846 2.585 1.247
H 0.575 1.908 1.933
H -0.916 1.194 2.526
C 4.315 -1.235 5.291
O 3.854 -1.020 3.971
C 3.949 0.399 3.614
C 2.732 1.222 4.057
O 2.798 1.584 5.436
C 3.657 2.665 5.707
H 5.437 -1.178 5.324
H 3.948 -2.180 5.615
H 4.060 -0.458 6.007
H 4.008 0.435 2.473
H 4.889 0.788 4.011
H 1.850 0.657 3.996
H 2.648 2.148 3.447
H 4.804 2.510 5.687
H 3.490 3.067 6.703
H 3.406 3.471 4.960
C -2.174 -3.688 -1.757
O -2.462 -3.061 -0.552
C -3.597 -2.170 -0.552
C -3.624 -1.427 0.790
O -4.080 -2.303 1.795
C -4.326 -1.527 2.928
H -2.362 -2.934 -2.512
H -2.743 -4.598 -1.937
H -1.125 -4.031 -1.821
H -4.588 -2.661 -0.782
H -3.336 -1.390 -1.338
H -4.292 -0.551 0.653
H -2.612 -0.973 1.062
H -5.159 -0.795 2.836
H -3.462 -1.019 3.260
H -4.728 -2.157 3.750
C -1.662 6.168 0.614
O -1.347 4.802 0.256
C -0.092 4.666 -0.432
C -0.046 5.266 -1.831
O -1.221 4.814 -2.433
C -1.243 5.228 -3.719
H -2.380 6.635 -0.097
H -0.837 6.830 0.635
H -1.975 6.314 1.703
H -0.005 3.608 -0.534
H 0.711 5.046 0.193
H 0.822 4.944 -2.379
H 0.025 6.383 -1.719
H -2.013 4.758 -4.267
H -0.325 4.974 -4.260
H -1.361 6.286 -3.787
C 0.209 -3.508 -4.943
O 1.510 -3.451 -5.557
C 1.375 -3.318 -6.976
C 2.592 -3.712 -7.753
O 2.432 -5.051 -8.073
C 3.503 -5.525 -8.819
H -0.511 -4.123 -5.448
H -0.291 -2.544 -4.906
H 0.266 -3.902 -3.913
H 1.108 -2.286 -7.155
H 0.553 -3.873 -7.412
H 3.543 -3.547 -7.168
H 2.788 -3.170 -8.698
H 4.486 -5.262 -8.346
H 3.416 -5.147 -9.825
H 3.495 -6.608 -8.830
C -5.539 3.422 1.639
O -5.950 2.788 2.862
C -4.877 2.654 3.720
C -5.437 2.018 4.965
O -5.762 0.649 4.714
C -6.197 -0.080 5.812
H -6.353 3.278 0.936
H -4.646 2.901 1.291
H -5.307 4.441 1.814
H -4.466 3.700 3.799
H -4.088 2.049 3.336
H -6.304 2.626 5.289
H -4.686 2.103 5.781
H -7.201 0.195 6.073
H -5.529 0.081 6.651
H -6.027 -1.148 5.693
C 6.123 -7.388 -3.675
O 5.802 -6.530 -4.718
C 4.530 -5.907 -4.689
C 4.554 -4.527 -4.074
O 5.485 -3.711 -4.873
C 5.086 -2.330 -4.736
H 6.956 -6.927 -3.064
H 6.499 -8.292 -4.171
H 5.251 -7.619 -3.051
H 3.818 -6.462 -4.116
H 4.323 -5.710 -5.816
H 4.950 -4.586 -3.054
H 3.602 -4.010 -4.086
H 4.114 -2.161 -5.133
H 5.721 -1.733 -5.380
H 5.139 -1.924 -3.700
C 2.557 -4.954 1.079
O 1.203 -4.952 0.662
C 0.351 -5.250 1.740
C -1.075 -5.699 1.322
O -1.633 -6.309 2.422
C -2.901 -5.755 2.649
H 3.151 -4.361 0.299
H 3.015 -5.950 0.981
H 2.666 -4.548 1.984
H 0.172 -4.338 2.325
H 0.770 -6.032 2.418
H -1.038 -6.460 0.531
H -1.702 -4.914 0.858
H -3.450 -5.735 1.718
H -2.924 -4.735 3.103
H -3.343 -6.493 3.308
C 3.723 3.377 -1.083
O 2.440 3.167 -1.634
C 2.226 1.780 -1.792
C 1.008 1.409 -2.526
O 1.176 1.460 -3.878
C 0.033 0.912 -4.473
H 3.941 4.420 -0.964
H 4.500 2.950 -1.741
H 3.825 2.967 -0.039
H 2.197 1.323 -0.818
H 3.095 1.399 -2.347
H 0.183 2.057 -2.185
H 0.783 0.322 -2.269
H 0.189 -0.183 -4.463
H -0.009 1.257 -5.511
H -0.906 1.286 -4.009
C 8.277 2.344 -2.417
O 7.025 2.869 -2.762
C 7.022 3.456 -4.085
C 5.609 3.636 -4.469
O 5.046 2.377 -4.903
C 3.823 2.463 -5.476
H 8.526 1.517 -3.178
H 8.156 1.957 -1.421
H 9.130 3.007 -2.430
H 7.556 2.853 -4.803
H 7.451 4.426 -4.063
H 5.645 4.257 -5.379
H 5.035 4.117 -3.722
H 3.221 3.237 -5.008
H 3.306 1.480 -5.382
H 3.951 2.627 -6.572
C -5.471 6.064 6.344
O -4.381 5.221 6.179
C -3.533 5.866 5.249
C -2.315 5.001 5.061
O -1.587 5.553 4.010
C -0.374 4.986 3.606
H -5.131 7.090 6.324
H -5.889 5.886 7.294
H -6.260 5.888 5.549
H -3.162 6.842 5.537
H -4.157 5.992 4.373
H -2.441 3.913 4.982
H -1.763 5.079 6.018
H -0.309 5.099 2.555
H -0.301 3.892 3.815
H 0.527 5.448 4.082
*
```

5.
Formula: C12H17BMgN6O2
Source: the Open Molecules 2025 dataset
Level of theory: the ωB97M-V functional and the def2-TZVPD basis

Properties
lowest unoccupied orbital energy (alpha / beta) = -0.711 / -0.873 eV
HOMO (alpha / beta) = -8.228 / -7.886 eV
HOMO-LUMO gap (alpha / beta) = 7.52 / 7.01 eV
energy relative to the best compared isomer or geometry (same formula, charge and spin) = 156.0 kcal/mol
largest force on an atom = 0.0599 Eh/bohr

```
! RIJCOSX wB97M-V def2-TZVPD def2/J DEFGRID3
* xyz 0 1
H -2.979 1.130 0.083
N -1.398 -0.262 0.025
B -0.002 -2.444 0.114
N -1.335 -1.642 0.105
C -2.573 -2.148 0.215
Mg 0.371 0.932 0.138
H -2.684 -3.217 0.297
C -3.474 -1.093 0.234
H -4.544 -1.162 0.346
C -2.691 0.080 0.097
H -0.178 -3.625 0.104
C 1.900 2.480 0.013
H 1.599 3.530 0.025
H 2.428 2.285 -0.936
H 2.574 2.242 0.850
N 0.778 -1.941 1.342
N 0.754 -1.917 -1.116
N 0.928 -0.572 1.489
N 0.920 -0.557 -1.248
C 1.403 -2.582 2.351
C 1.204 -2.546 -2.213
H 1.417 -3.657 2.411
H 1.164 -3.620 -2.268
C 1.972 -1.612 3.188
C 1.672 -1.586 -3.107
C 1.642 -0.370 2.599
C 1.438 -0.342 -2.467
H 2.544 -1.779 4.082
H 2.102 -1.753 -4.073
H 1.858 0.656 2.878
H 1.559 0.679 -2.796
H 0.025 2.538 0.822
C -1.689 4.124 0.022
O -1.686 3.377 -1.272
C -1.032 2.223 -1.222
O -0.965 1.373 -2.097
H -2.166 5.088 -0.180
H -0.639 4.196 0.392
H -2.216 3.494 0.774
*
```

6.
Formula: C3H3N3OS
Source: the Open Molecules 2025 dataset
Level of theory: the ωB97M-V functional and the def2-TZVPD basis

Properties
lowest unoccupied orbital energy = -2.013 eV
HOMO = -8.965 eV
HOMO-LUMO gap = 6.95 eV
energy relative to the best compared isomer or geometry (same formula, charge and spin) = 182.6 kcal/mol
largest force on an atom = 0.1101 Eh/bohr

```
! RIJCOSX wB97M-V def2-TZVPD def2/J DEFGRID3
* xyz 0 1
C -0.332 -0.254 -0.123
C -0.843 0.687 -0.891
C 0.484 -0.186 0.920
H -0.622 -2.937 1.052
H -1.457 0.381 -1.842
H 0.415 -1.866 1.860
N 0.902 2.166 0.090
N 1.292 1.247 0.686
N 1.035 -1.037 1.705
O -0.563 1.957 -0.749
S -0.768 -1.834 -0.743
*
```

7.
Formula: C3H4O2
Source: the Open Molecules 2025 dataset
Level of theory: the ωB97M-V functional and the def2-TZVPD basis

Properties
lowest unoccupied orbital energy = -0.190 eV
HOMO = -9.058 eV
HOMO-LUMO gap = 8.87 eV
energy relative to the best compared isomer or geometry (same formula, charge and spin) = 92.5 kcal/mol
largest force on an atom = 0.0725 Eh/bohr

```
! RIJCOSX wB97M-V def2-TZVPD def2/J DEFGRID3
* xyz 0 1
C 1.774 1.004 2.266
C 0.035 -0.022 1.230
C 0.068 -0.119 -0.299
O 2.212 0.303 3.031
O 1.503 1.681 1.375
H -1.044 0.425 1.543
H -0.387 0.599 -0.944
H -0.212 -1.259 -0.577
H 1.057 -0.164 -0.593
*
```

8.
Formula: C9H11O5P
Source: the Open Molecules 2025 dataset
Level of theory: the ωB97M-V functional and the def2-TZVPD basis

Properties
lowest unoccupied orbital energy = 5.327 eV
HOMO = 0.160 eV
SMILES string = C=CC[C@](C=C)(OC(=O)C=C)P(=O)([O-])[O-]
HOMO-LUMO gap = 5.17 eV
energy relative to the best compared isomer or geometry (same formula, charge and spin) = 0.0 kcal/mol
largest force on an atom = 0.0762 Eh/bohr

```
! RIJCOSX wB97M-V def2-TZVPD def2/J DEFGRID3
* xyz -2 1
C -3.881 -0.969 1.579
C 2.081 2.828 0.371
C 0.876 -1.666 -2.425
C -2.569 -0.720 1.601
C 1.214 1.828 0.393
C 0.459 -1.705 -1.170
C -1.709 -0.813 0.409
C 1.113 0.784 -0.666
C 0.627 -0.530 -0.103
O 2.103 -0.065 2.137
O 1.627 -2.520 1.544
O -2.112 -1.222 -0.681
O 3.258 -1.143 0.116
O -0.503 -0.364 0.707
P 2.096 -1.157 1.088
H -4.503 -0.884 2.459
H -4.361 -1.273 0.663
H 2.117 3.583 1.142
H 2.847 2.897 -0.388
H 0.843 -2.545 -3.057
H 1.287 -0.778 -2.878
H -2.055 -0.425 2.505
H 0.477 1.766 1.179
H 0.079 -2.606 -0.716
H 0.421 1.135 -1.453
H 2.095 0.593 -1.098
*
```

9.
Formula: C24H44Cu2N3O4
Source: the Open Molecules 2025 dataset
Level of theory: the ωB97M-V functional and the def2-TZVPD basis

Properties
lowest unoccupied orbital energy = -5.317 eV
HOMO = -7.674 eV
HOMO-LUMO gap = 2.36 eV
largest force on an atom = 0.0621 Eh/bohr

```
! RIJCOSX wB97M-V def2-TZVPD def2/J DEFGRID3
* xyz 1 1
C 4.753 -0.994 0.525
N 4.123 0.206 -0.131
C 4.878 1.210 -0.538
C 4.373 2.350 -1.179
C 2.992 2.443 -1.369
C 2.207 1.413 -0.835
C 2.778 0.299 -0.204
C 2.481 3.665 -2.050
C 1.176 4.131 -1.762
C 0.649 5.159 -2.540
N 1.428 5.692 -3.597
C 2.683 5.314 -3.858
C 3.233 4.269 -3.097
C 0.758 6.631 -4.568
H 4.279 -1.799 -0.036
H 4.550 -1.070 1.593
H 5.806 -1.077 0.256
H 5.929 1.002 -0.400
H 5.133 3.101 -1.338
H 1.128 1.464 -0.856
H 2.194 -0.522 0.184
H 0.579 3.643 -1.006
H -0.391 5.448 -2.524
H 3.146 5.762 -4.725
H 4.244 3.930 -3.268
H -0.325 6.723 -4.481
H 1.060 6.327 -5.570
H 1.079 7.672 -4.534
Cu -0.761 -3.277 -1.662
Cu 0.972 -2.606 0.584
C -4.319 3.033 -0.881
C -4.869 1.694 -0.291
C -3.828 0.825 0.330
C -4.411 -0.250 1.300
N -3.482 -1.458 1.768
C -3.856 -2.182 3.120
C -2.564 -2.779 3.618
C -1.500 -1.865 3.206
C -2.167 -0.866 2.148
C -3.331 -2.433 0.618
H -3.346 3.318 -0.482
H -4.971 3.898 -0.759
H -4.026 3.049 -1.931
H -5.420 1.088 -1.010
H -5.511 1.969 0.546
H -3.193 1.483 0.924
H -3.159 0.480 -0.459
H -5.194 -0.811 0.790
H -4.835 0.236 2.179
H -4.670 -2.899 3.007
H -4.208 -1.424 3.820
H -2.341 -3.762 3.203
H -2.384 -3.184 4.614
H -0.603 -2.387 2.873
H -1.246 -1.422 4.169
H -1.665 -0.513 1.248
H -2.355 -0.006 2.792
H -2.968 -1.948 -0.288
H -4.227 -3.006 0.381
H -2.570 -3.100 1.023
C 0.183 -5.527 0.979
O -0.705 -4.646 0.272
H -0.137 -5.981 1.917
H 0.537 -6.367 0.382
H 1.143 -5.057 1.192
C 2.261 -2.372 3.839
O 2.275 -1.758 2.544
H 1.959 -1.633 4.581
H 1.676 -3.290 3.903
H 3.268 -2.693 4.104
C 2.823 -4.004 -2.113
O 2.226 -2.979 -1.356
H 3.673 -4.460 -1.604
H 2.252 -4.912 -2.305
H 3.117 -3.678 -3.110
O -0.465 -1.325 -0.673
H -0.001 -0.605 -1.144
*
```

10.
Formula: CH2O4S2
Source: the Open Molecules 2025 dataset
Level of theory: the ωB97M-V functional and the def2-TZVPD basis

Properties
lowest unoccupied orbital energy = 6.400 eV
HOMO = 0.870 eV
HOMO-LUMO gap = 5.53 eV
energy relative to the best compared isomer or geometry (same formula, charge and spin) = 64.0 kcal/mol
largest force on an atom = 0.0798 Eh/bohr

```
! RIJCOSX wB97M-V def2-TZVPD def2/J DEFGRID3
* xyz -2 1
C 0.817 -1.111 0.363
O 2.578 -0.394 2.335
O -0.959 -1.288 -1.460
O 1.581 1.308 0.860
O 1.368 -0.861 -2.308
S 2.221 -0.052 0.922
S 0.374 -0.609 -1.212
H -0.270 -0.624 1.132
H 0.251 0.862 -1.677
*
```

> Which value of largest force on an atom does entry 7 give?

0.0725 Eh/bohr